[1]
{
  "formula": "C17H34O2P2Re",
  "method": "wB97M-V/def2-TZVPD",
  "gap_ev": [5.88, 5.17],
  "total_energy_ha": -1578.48439,
  "e_homo_ev": [-14.12, -14.23],
  "total_charge": 2,
  "s_squared": 3.867,
  "e_above_lowest_kcal_mol": 226.5,
  "molar_mass_g_mol": 518.61,
  "max_force_ev_per_a": 9.03,
  "spin_multiplicity": 4,
  "species": ["C", "C", "H", "H", "C", "C", "C", "O", "H", "H", "H", "Re", "H", "O", "H", "H", "H", "C", "H", "P", "C", "H", "H", "C", "H", "H", "H", "H", "H", "H", "H", "H", "C", "H", "C", "H", "H", "H", "H", "H", "H", "C", "C", "H", "P", "C", "H", "C", "C", "H", "C", "C", "H", "H", "H", "H"],
  "xyz": [[-1.93278, -3.29286, -0.13732], [-1.69641, -0.17477, -2.65008], [-1.43998, -0.42806, 4.26014], [1.05638, 2.97673, -3.14377], [2.95622, 1.20591, 0.50881], [-1.32651, 1.61187, 3.41252], [2.94635, -3.09392, 1.85723], [2.78361, -2.02068, 0.87190], [-2.90869, 0.24462, -0.19201], [-2.35749, -4.25399, -0.50818], [-2.50661, 0.41320, -3.10154], [1.33444, 0.48738, -0.70771], [0.40170, 4.35196, -2.22440], [1.48979, -0.79382, 2.25381], [1.37338, 3.62843, 1.51206], [-2.76413, -2.06967, 2.83255], [0.06492, 4.40587, 0.61762], [-2.58458, -2.51220, 0.75730], [1.14142, -2.58676, -0.37856], [1.18117, 2.63881, -0.64081], [0.46593, 3.25980, -2.24891], [3.30378, -0.44469, -1.91209], [-3.53806, -2.06770, 0.47928], [-1.70089, -0.43999, 2.06375], [-0.80835, -0.26549, 1.43290], [-0.20248, 2.84212, 1.44615], [-2.20510, -0.99147, -2.10831], [-1.58326, 3.19404, -1.59254], [3.92912, -3.52946, 1.66449], [2.88756, -2.76986, 2.90567], [-2.44490, 1.94599, 0.10955], [2.18620, -3.85144, 1.64085], [-0.83916, -2.89771, -1.15399], [2.65228, 0.69061, -3.06442], [2.93730, 0.58505, -2.01251], [-3.18487, 1.44856, -1.42423], [-1.37000, -2.45100, -2.01677], [3.79438, 1.22913, -1.77306], [0.72044, -1.58619, -1.78855], [3.72042, 0.42066, 0.50937], [2.65669, 1.36878, 1.54792], [0.33467, -1.98624, -0.81010], [-2.00888, -1.95184, 2.04254], [3.39861, 2.11487, 0.05999], [-0.70669, 0.82307, -1.40835], [0.51039, 3.44405, 0.86163], [-1.09933, -2.52272, 2.28307], [-0.89376, 2.58651, -2.20299], [-2.46883, 1.14696, -0.63652], [-1.37100, 2.45988, -3.17667], [-1.50707, 0.29887, 3.43146], [1.92025, -0.98459, 1.12152], [-2.49419, 0.11011, 1.56206], [-0.36729, -3.81284, -1.55654], [-0.78613, 2.40749, 3.96802], [-1.04998, -0.56141, -3.44323]],
  "lowdin_charge": [0.095, -0.253, 0.119, 0.098, -0.308, 0.128, -0.003, -0.147, 0.017, 0.168, 0.064, 0.905, 0.093, 0.039, 0.061, 0.150, 0.065, 0.067, 0.043, 0.870, -0.369, 0.043, 0.161, -0.222, 0.059, 0.020, 0.026, 0.086, 0.104, 0.103, 0.051, 0.093, -0.199, 0.038, -0.237, 0.073, 0.096, 0.041, 0.037, 0.045, 0.038, -0.119, -0.120, 0.011, 0.728, -0.207, 0.131, -0.374, -0.210, 0.095, -0.158, -0.471, 0.066, 0.141, 0.068, 0.062]
}

=====

[2]
{
  "formula": "C23H65NO9",
  "method": "wB97M-V/def2-TZVPD",
  "gap_ev": 9.60,
  "total_energy_ha": -1647.09525,
  "e_homo_ev": -9.18,
  "e_above_lowest_kcal_mol": 0.0,
  "molar_mass_g_mol": 499.77,
  "max_force_ev_per_a": 2.46,
  "smiles": "COC[C@H](C)N.CC(C)O.CC(C)O.CC(C)O.CCO.CCO.CCO.CCO.CCO",
  "spin_multiplicity": 1,
  "species": ["C", "H", "H", "H", "H", "H", "H", "C", "H", "H", "H", "H", "C", "H", "H", "O", "H", "H", "H", "C", "O", "C", "H", "H", "H", "C", "C", "H", "C", "H", "H", "H", "O", "H", "H", "H", "H", "C", "O", "H", "H", "H", "H", "H", "H", "H", "O", "H", "H", "H", "C", "H", "H", "O", "O", "C", "N", "H", "C", "H", "H", "O", "H", "C", "H", "C", "C", "H", "H", "H", "H", "H", "H", "H", "C", "H", "C", "H", "C", "H", "H", "H", "C", "H", "O", "H", "C", "H", "H", "C", "H", "H", "C", "C", "H", "H", "H", "H"],
  "xyz": [[3.07216, 1.36258, 2.90639], [-5.01232, 1.05346, 0.03329], [-1.55916, -4.51372, 4.40807], [0.30333, 2.65164, -1.71527], [2.97434, -2.68296, 2.09473], [4.03307, -4.28296, 0.45340], [5.15545, 0.91124, -3.54196], [3.66718, 3.39027, -3.38756], [3.82853, 2.15227, -5.16693], [-4.20816, -0.83022, 5.11615], [-0.92185, -2.68030, -0.49934], [3.13524, 2.19210, 0.36308], [-1.09540, 3.58630, -3.04476], [-0.04986, -0.40317, -2.22979], [-4.53397, -0.74208, -1.50503], [5.48672, -4.20603, 1.96248], [1.11765, 0.39910, -1.13020], [0.58707, 3.56433, -3.93027], [3.47109, -1.87035, 0.60574], [3.49212, 2.05197, -4.12933], [-0.15288, 4.16119, -3.93685], [4.07960, 0.86045, -3.39694], [-2.52490, 0.54340, 1.50952], [-0.89677, 0.34545, -0.05869], [-1.80878, 2.30882, 3.85291], [-4.41079, 0.31481, -1.83556], [-0.36152, -0.34589, -5.46588], [3.73148, 4.26362, 2.14462], [0.46034, -0.48277, -1.26718], [1.53577, 2.84716, 2.99571], [3.85289, 0.99925, 2.25839], [4.40989, -1.67549, 2.15434], [2.00894, 1.90102, -4.24554], [-0.45893, 0.33470, 4.14232], [-0.09081, 4.31777, -1.21760], [-1.19221, -3.91615, 1.93353], [-2.02183, -1.44087, -1.09742], [-5.34623, 1.21243, -1.02007], [-0.99566, 0.38217, 3.32396], [0.61937, -2.34965, -5.78626], [1.43401, 1.82743, 0.75788], [-1.16104, -0.74702, -6.14439], [-1.94846, 4.25274, -3.03228], [-6.37989, 0.83462, -1.13278], [2.05219, -1.56541, -3.91506], [3.84742, 0.83236, -2.36190], [-3.20914, -2.62760, 5.42821], [-1.92876, -5.45459, 2.01539], [3.31905, 3.19174, -2.37875], [-0.81115, 0.23125, -4.62379], [-2.56828, 1.48804, 2.00938], [-1.52029, 2.61622, -3.42883], [4.72457, 3.64714, -3.32827], [0.50077, -0.72037, 1.07669], [-3.03908, 0.63693, -1.58617], [-0.38900, -0.63682, -0.05230], [-3.45940, -5.23999, 4.01411], [-4.18982, -5.10907, 3.31265], [3.83835, -2.36273, 1.50803], [-3.58848, -2.43232, 3.39599], [-3.86917, -1.12952, 6.65090], [1.71836, -0.96808, -4.56043], [-2.52413, -0.60050, 5.58857], [4.68823, -3.54495, 0.96376], [5.06352, -4.24668, 2.82346], [2.47170, 2.67187, 2.40640], [-1.44616, 1.71043, 2.97391], [-1.20468, 2.99029, -0.84928], [5.33293, -3.21909, 0.15745], [-2.87620, -3.99628, 1.76162], [-2.11110, -1.82612, 0.56084], [-3.52949, 1.61295, 2.50970], [2.01716, 3.51566, 0.51177], [0.19414, 0.29221, -6.15390], [-2.05413, -4.43238, 2.32979], [1.19025, -1.31770, -1.35239], [2.23429, 2.54035, 0.90017], [3.07020, 4.17849, -3.84789], [-0.51685, 3.39819, -1.60198], [-3.76007, -5.14733, 4.95572], [-2.96944, 1.57237, -1.78548], [-5.20878, 2.25885, -1.28090], [-1.41604, -1.72735, -0.27012], [3.45705, 1.39081, 3.93846], [3.20220, 3.84720, 2.83456], [-1.87992, -2.21563, 3.83677], [-3.40974, -1.24818, 5.69102], [-0.51755, 2.20170, 2.58560], [2.26962, 0.63657, 2.86047], [-2.44396, -4.24352, 3.76607], [-0.06582, -1.96775, -4.20400], [-4.59027, 0.42064, -2.87844], [-2.81338, -2.77103, 4.07022], [0.48390, -1.51317, -5.03128], [3.76988, -0.10727, -3.81495], [1.84142, 0.98310, -4.37420], [-0.08693, -0.62585, 1.88272], [-2.61485, 2.27921, 1.26131]],
  "lowdin_charge": [-0.059, 0.076, 0.153, 0.062, 0.067, 0.107, 0.084, -0.043, 0.134, 0.074, 0.093, 0.088, -0.309, 0.073, 0.123, -0.093, 0.071, 0.025, 0.061, -0.404, -0.069, -0.046, 0.054, 0.111, 0.127, -0.300, -0.091, 0.081, -0.068, 0.126, 0.064, 0.072, -0.088, 0.107, 0.068, 0.064, 0.047, -0.078, -0.137, 0.132, 0.056, 0.090, 0.098, 0.083, 0.066, 0.063, -0.162, 0.078, 0.064, 0.079, -0.085, 0.103, 0.080, -0.071, -0.107, -0.507, 0.041, 0.082, -0.088, 0.120, 0.078, -0.101, 0.085, -0.301, 0.074, -0.463, -0.267, 0.052, 0.098, 0.072, 0.066, 0.078, 0.066, 0.078, -0.085, 0.090, -0.051, 0.081, -0.069, 0.058, 0.056, 0.071, -0.045, 0.087, -0.061, 0.122, -0.116, 0.100, 0.060, -0.456, 0.100, 0.095, -0.207, -0.305, 0.066, 0.004, 0.074, 0.071]
}